[1]
{
  "formula": "C33H20F2GaIN2O2",
  "method": "ωB97M-V/def2-TZVPD",
  "symbols": ["Ga", "F", "C", "C", "C", "C", "C", "F", "C", "C", "C", "C", "C", "C", "N", "H", "H", "H", "H", "H", "H", "C", "C", "C", "C", "C", "C", "C", "C", "C", "C", "C", "C", "C", "C", "C", "N", "H", "H", "H", "H", "H", "H", "H", "H", "H", "H", "I", "C", "C", "C", "C", "C", "C", "C", "O", "O", "H", "H", "H", "H"],
  "xyz": [[-0.414, -0.597, -0.507], [-0.809, 2.684, -4.605], [-1.457, 2.068, -3.600], [-0.770, 1.181, -2.794], [-1.438, 0.540, -1.758], [-2.809, 0.780, -1.549], [-3.435, 1.696, -2.387], [-4.742, 2.006, -2.216], [-2.792, 2.355, -3.414], [-3.508, 0.057, -0.446], [-4.887, 0.049, -0.231], [-5.396, -0.678, 0.831], [-4.538, -1.386, 1.656], [-3.187, -1.342, 1.366], [-2.694, -0.641, 0.352], [0.280, 0.999, -2.976], [-3.320, 3.057, -4.042], [-5.547, 0.595, -0.882], [-6.463, -0.691, 1.008], [-4.899, -1.965, 2.494], [-2.466, -1.898, 1.955], [-0.048, -4.769, 0.527], [0.289, -4.637, 1.867], [0.401, -3.377, 2.431], [0.170, -2.246, 1.647], [-0.164, -2.365, 0.293], [-0.272, -3.640, -0.250], [0.244, -0.869, 2.213], [0.585, -0.618, 3.564], [0.615, 0.662, 4.018], [0.312, 1.734, 3.147], [0.333, 3.084, 3.568], [0.047, 4.083, 2.685], [-0.267, 3.767, 1.345], [-0.292, 2.472, 0.913], [-0.008, 1.426, 1.815], [-0.036, 0.126, 1.389], [-0.134, -5.755, 0.087], [0.467, -5.515, 2.474], [0.665, -3.296, 3.476], [-0.528, -3.767, -1.295], [0.824, -1.438, 4.222], [0.875, 0.876, 5.047], [0.584, 3.305, 4.598], [0.069, 5.116, 3.004], [-0.480, 4.564, 0.645], [-0.512, 2.243, -0.119], [7.727, -0.391, -4.283], [5.957, -0.187, -3.203], [5.904, 0.707, -2.143], [4.722, 0.838, -1.430], [3.604, 0.089, -1.773], [3.674, -0.802, -2.836], [4.851, -0.946, -3.556], [2.337, 0.267, -0.973], [2.320, 1.014, -0.006], [1.328, -0.417, -1.412], [6.773, 1.292, -1.877], [4.649, 1.523, -0.597], [2.798, -1.381, -3.095], [4.907, -1.643, -4.380]],
  "forces_ev_per_angstrom": [[0.218, 0.257, -0.041], [-0.003, 0.003, 0.012], [0.040, -0.006, -0.040], [-0.113, 0.037, 0.001], [-0.134, -0.034, -0.094], [-0.077, -0.036, 0.069], [-0.056, 0.033, 0.007], [0.041, 0.011, -0.036], [0.018, -0.044, 0.013], [0.142, 0.047, -0.054], [0.016, 0.003, -0.014], [-0.009, -0.008, 0.032], [0.007, -0.001, -0.003], [-0.020, 0.005, -0.022], [-0.006, 0.021, -0.011], [0.045, -0.001, 0.001], [-0.004, 0.013, -0.002], [-0.021, -0.017, 0.019], [-0.011, -0.001, 0.001], [-0.013, -0.004, 0.000], [-0.008, 0.003, 0.012], [0.004, 0.005, 0.017], [-0.004, 0.012, -0.013], [-0.011, -0.040, -0.041], [0.039, 0.111, 0.113], [-0.130, -0.223, -0.045], [0.034, -0.014, 0.027], [0.041, -0.114, -0.017], [-0.018, -0.001, -0.049], [-0.008, 0.016, -0.009], [0.014, 0.050, 0.114], [0.003, -0.018, 0.001], [-0.006, -0.047, -0.052], [-0.001, 0.044, 0.018], [-0.006, 0.023, 0.057], [-0.022, -0.082, -0.100], [0.054, 0.003, 0.035], [0.000, -0.012, -0.002], [0.004, -0.011, 0.003], [0.000, 0.005, 0.012], [-0.005, 0.011, -0.007], [-0.004, 0.006, -0.005], [0.006, 0.007, 0.008], [0.003, -0.001, 0.007], [-0.009, 0.021, -0.002], [0.003, 0.008, 0.005], [0.001, -0.033, -0.033], [0.080, -0.014, -0.048], [-0.054, 0.007, 0.030], [-0.048, -0.015, 0.008], [0.031, -0.017, -0.021], [-0.024, 0.052, 0.056], [-0.006, -0.008, -0.020], [0.006, 0.016, 0.032], [0.064, -0.041, -0.085], [0.005, 0.025, 0.006], [-0.083, -0.022, 0.159], [0.005, 0.003, -0.001], [-0.004, 0.013, 0.008], [0.002, -0.004, 0.001], [-0.006, -0.002, -0.015]],
  "e_above_lowest_kj_mol": 0.0
}

[2]
{
  "formula": "C2H4INS",
  "method": "ωB97M-V/def2-TZVPD",
  "symbols": ["S", "N", "I", "C", "C", "H", "H", "H", "H"],
  "xyz": [[1.410, 2.625, 1.054], [1.886, 1.281, 0.695], [3.952, 0.622, 0.233], [-0.334, -0.426, 0.267], [-1.066, 0.627, -0.103], [-0.534, -0.678, 1.371], [0.393, -1.047, -0.264], [-1.192, 0.986, -1.165], [-1.466, 1.208, 0.704]],
  "forces_ev_per_angstrom": [[-0.153, 2.658, 0.590], [0.784, -3.039, -0.652], [-0.261, 0.554, 0.156], [-1.003, -0.046, 2.100], [0.730, -0.455, -1.686], [1.056, 0.169, -1.632], [-0.720, 0.236, -0.192], [0.410, -0.263, 1.334], [-0.843, 0.186, -0.018]],
  "e_above_lowest_kj_mol": 321.2
}

[3]
{
  "formula": "C3H9NO2",
  "method": "ωB97M-V/def2-TZVPD",
  "symbols": ["O", "C", "C", "N", "C", "O", "H", "H", "H", "H", "H", "H", "H", "H", "H"],
  "xyz": [[0.318, -2.346, -0.277], [-0.272, -1.641, 0.844], [-0.614, -0.230, 0.457], [0.566, 0.634, 0.330], [0.348, 1.891, -0.317], [0.214, 1.883, -1.734], [-0.355, -2.475, -0.953], [-1.129, -2.269, 1.087], [0.581, -1.645, 1.500], [-1.335, -0.241, -0.456], [-1.256, 0.203, 1.249], [1.420, 0.119, 0.384], [-0.567, 2.341, 0.011], [1.235, 2.488, 0.030], [0.845, 1.289, -2.153]],
  "forces_ev_per_angstrom": [[0.234, 0.073, -0.259], [0.624, -0.722, -2.143], [-1.586, 0.803, -0.308], [-2.432, -0.708, -0.020], [2.667, -0.468, 0.331], [-0.255, 0.009, -0.147], [-0.010, 0.072, -0.001], [-0.063, 0.534, 0.991], [-0.289, -0.095, 1.111], [1.465, -0.001, 0.997], [0.153, -0.191, -0.089], [0.605, 0.438, -0.563], [-0.459, 0.194, 0.477], [-0.813, 0.068, -0.676], [0.160, -0.006, 0.300]],
  "e_above_lowest_kj_mol": 200.3
}